ORCA calculation (wB97M-V/def2-TZVPD) on a molecular structure, C28H26EuN7O3S.

The geometry in XYZ format:
```
66
Properties=species:S:1:pos:R:3:forces:R:3
Eu 0.868 -0.074 -0.032 -0.951 2.199 1.246
C 2.875 2.558 0.206 -0.156 0.045 -0.565
N 1.937 2.034 1.230 0.097 -0.119 -0.045
C 0.983 3.084 1.633 -0.105 -0.028 0.083
C -0.346 3.019 0.926 0.008 0.452 0.031
C -1.194 4.127 0.977 -0.428 -0.206 -0.269
C -2.455 4.053 0.383 0.840 0.098 0.406
C -2.796 2.886 -0.275 0.149 -0.680 -0.320
C -1.889 1.834 -0.307 0.390 0.497 0.591
N -0.678 1.885 0.319 -1.299 -0.143 -0.536
C 2.706 1.513 2.387 0.074 -0.096 -0.065
C 3.029 0.041 2.273 -0.058 0.095 0.144
C 4.286 -0.467 2.532 0.024 -0.054 0.102
C 4.464 -1.845 2.549 -0.033 -0.015 -0.025
C 3.377 -2.672 2.319 0.055 0.051 0.089
C 2.156 -2.087 2.047 -0.020 0.018 0.281
N 1.975 -0.757 2.014 0.391 -0.168 0.203
C 2.241 2.785 -1.134 1.095 1.026 1.613
C 2.548 3.915 -1.915 -0.313 0.597 -1.437
C 2.027 4.036 -3.173 1.416 1.383 1.142
C 1.155 3.000 -3.642 -0.763 -0.568 -0.731
C 0.865 1.920 -2.797 0.297 -0.513 1.258
N 1.386 1.784 -1.590 -1.650 -1.846 -1.545
H 3.669 1.815 0.075 0.084 -0.068 0.123
H 3.333 3.494 0.542 0.081 -0.046 0.077
H 1.411 4.080 1.488 0.043 -0.016 0.029
H 0.772 2.995 2.701 0.098 -0.056 0.012
H -0.870 5.024 1.486 -0.007 0.014 0.002
H -3.137 4.890 0.430 -0.003 0.011 -0.009
H -3.752 2.784 -0.771 0.016 -0.031 -0.004
H -2.116 0.912 -0.829 -0.063 -0.051 0.025
H 2.090 1.613 3.280 0.016 0.072 0.014
H 3.622 2.086 2.550 -0.022 0.040 0.005
H 5.114 0.198 2.736 -0.019 0.025 -0.016
H 5.442 -2.268 2.740 -0.002 0.015 0.009
H 3.474 -3.747 2.332 -0.009 0.004 -0.001
H 1.276 -2.692 1.871 0.007 0.003 -0.107
H 3.197 4.683 -1.517 0.024 -0.040 0.030
H 2.257 4.890 -3.793 -0.044 -0.042 0.001
H 0.709 3.043 -4.626 -0.013 -0.031 0.009
H 0.176 1.142 -3.109 0.019 -0.017 -0.106
N -2.316 -2.943 1.593 -0.024 -0.018 0.032
C -2.200 -2.172 2.725 0.024 0.027 0.021
C -1.361 -1.160 2.391 -0.035 0.040 -0.063
N -0.970 -1.300 1.070 -0.013 -0.121 0.078
C -1.568 -2.393 0.627 -0.042 0.063 -0.013
H -2.875 -3.777 1.505 0.002 -0.005 -0.034
H -2.710 -2.408 3.642 -0.006 -0.004 -0.019
H -1.019 -0.340 2.999 0.007 -0.026 0.021
H -1.487 -2.790 -0.371 0.001 -0.019 0.008
O -0.201 -0.995 -2.004 0.097 -0.226 -0.012
C 0.907 -1.566 -2.111 -0.230 -0.568 -0.957
N 1.535 -2.056 -1.016 0.254 -0.546 -0.555
S 3.130 -1.737 -1.227 0.296 0.060 -0.028
O 4.026 -2.665 -0.638 0.034 -0.150 -0.275
O 3.191 -0.345 -0.718 0.408 -0.290 -0.076
C 3.093 -1.674 -2.993 -0.248 -0.035 0.068
C 4.102 -1.654 -3.929 0.096 -0.002 0.123
C 3.716 -1.546 -5.263 -0.040 0.000 0.009
C 2.375 -1.442 -5.621 0.041 0.000 -0.029
C 1.370 -1.434 -4.658 -0.003 0.020 0.006
C 1.747 -1.568 -3.337 0.120 0.019 -0.006
H 5.142 -1.725 -3.641 -0.002 -0.015 -0.034
H 4.476 -1.546 -6.033 -0.006 -0.008 -0.006
H 2.112 -1.374 -6.668 0.000 0.014 0.005
H 0.326 -1.351 -4.933 0.003 -0.025 -0.003
```
Positions in Å, forces in eV/Å.

The charge is +2. The spin multiplicity is 7. Its electronic energy is -76180.4563 eV. The energy above the lowest of the compared OMol25 structures with the same formula, charge and spin is 582.9 kJ/mol. The expectation value of S² is 12.0772.



ORCA calculation (wB97M-V/def2-TZVPD) on a molecular structure, C42H49BrN6OPbSe2Si.

The geometry in XYZ format:
```
103
Properties=species:S:1:pos:R:3:forces:R:3
Pb -0.272 -0.056 0.471 -0.276 -0.121 -0.626
C 11.020 0.205 9.020 0.707 0.017 -0.294
O 9.614 0.175 9.320 -0.259 -0.011 0.183
C 8.699 0.149 8.415 -0.136 -0.002 -0.100
C 8.932 0.152 7.012 0.147 0.003 -0.229
C 7.874 0.127 6.157 0.080 0.002 -0.028
C 6.535 0.099 6.639 0.003 0.002 0.184
C 6.309 0.092 8.040 0.041 0.000 -0.020
C 7.355 0.117 8.906 -0.214 -0.004 0.142
C 5.460 0.083 5.689 -0.108 -0.002 -0.139
N 5.632 0.081 4.374 0.236 0.002 -0.053
C 4.399 0.067 3.838 -0.415 -0.001 0.482
C 3.425 0.059 4.841 0.410 -0.009 -0.490
N 4.118 0.070 6.007 0.011 -0.009 0.170
C 2.026 0.046 4.554 -0.244 -0.010 -0.029
C 1.026 0.031 5.539 -0.090 0.007 -0.119
C -0.294 0.035 5.160 0.089 0.000 0.079
C -0.595 0.046 3.802 -0.123 -0.024 -0.044
N 0.331 0.044 2.850 0.160 0.032 0.022
C 1.643 0.047 3.193 0.000 0.008 0.454
C 2.653 0.048 2.142 0.401 0.004 -0.178
N 2.240 0.038 0.857 0.108 0.073 0.287
C 3.137 0.035 -0.116 -0.068 -0.010 -0.026
C 4.512 0.038 0.115 0.156 0.002 0.075
C 4.961 0.049 1.413 -0.158 0.001 -0.003
C 4.023 0.056 2.456 -0.141 -0.015 -0.100
H 11.525 0.216 9.979 -0.075 -0.002 0.027
H 11.280 1.100 8.454 -0.177 0.054 0.083
H 11.318 -0.678 8.454 -0.171 -0.061 0.084
H 9.940 0.175 6.621 -0.016 -0.002 0.054
H 8.036 0.129 5.089 -0.010 0.003 0.002
H 5.306 0.065 8.443 0.006 0.005 0.016
H 7.198 0.112 9.977 0.075 0.001 -0.001
H 3.729 0.069 6.936 0.012 0.006 0.012
H 1.281 0.015 6.590 0.023 0.019 -0.002
H -1.090 0.030 5.891 -0.012 0.001 -0.015
H -1.628 0.054 3.476 0.017 -0.022 -0.029
H 2.747 0.029 -1.129 0.013 -0.006 0.005
H 5.204 0.030 -0.715 -0.025 0.007 -0.017
H 6.014 0.052 1.662 0.020 0.003 -0.069
Se -3.320 0.713 1.061 -0.111 0.274 0.252
Se -3.554 -0.622 -0.850 0.130 -0.159 -0.225
C -2.899 -2.269 -0.058 -0.018 0.127 0.039
C -3.701 -3.394 -0.140 -0.050 0.058 -0.066
C -3.241 -4.575 0.430 0.105 0.038 -0.006
C -2.001 -4.579 1.050 -0.026 -0.042 0.008
C -1.267 -3.406 1.074 -0.022 -0.007 -0.009
N -1.704 -2.265 0.531 -0.045 -0.117 0.182
C -2.557 2.325 0.294 0.057 -0.279 0.074
C -3.321 3.456 0.091 -0.075 -0.007 -0.022
C -2.667 4.617 -0.314 0.089 -0.010 0.018
C -1.295 4.589 -0.512 -0.027 0.007 -0.056
C -0.619 3.394 -0.323 -0.068 -0.021 -0.026
N -1.239 2.285 0.087 0.151 0.219 0.109
H -4.665 -3.337 -0.627 -0.028 -0.031 0.065
H -3.846 -5.470 0.402 -0.011 0.007 -0.023
H -1.610 -5.474 1.514 0.010 0.005 -0.013
H -0.288 -3.373 1.541 -0.028 -0.017 0.025
H -4.390 3.441 0.247 0.010 -0.013 0.049
H -3.224 5.533 -0.464 -0.021 -0.011 0.001
H -0.754 5.477 -0.807 -0.008 -0.009 -0.025
H 0.448 3.313 -0.495 -0.008 0.059 0.038
C 1.424 -1.425 -7.805 -0.523 0.233 -0.002
C 1.691 -1.092 -6.357 1.529 -0.958 -0.529
C 1.819 -2.318 -5.473 -0.437 0.106 0.244
C 2.859 -0.148 -6.160 -0.334 0.395 0.115
Si 0.000 -0.011 -5.734 -1.121 0.708 0.719
Br 0.177 -0.017 -3.447 0.121 -0.077 -0.319
C -1.627 -1.004 -6.116 0.342 -0.143 -0.202
C -1.498 -2.505 -5.853 0.013 0.009 -0.027
C -2.742 -0.450 -5.211 -0.001 0.155 0.128
C -1.995 -0.763 -7.586 0.025 0.057 -0.036
C 0.127 1.850 -6.254 0.365 -0.250 -0.138
C 1.173 2.628 -5.450 0.038 -0.026 -0.001
C 0.425 1.972 -7.754 -0.060 -0.007 -0.033
C -1.255 2.464 -5.959 -0.118 -0.164 0.039
H 2.320 -1.919 -8.201 0.096 0.030 0.098
H 1.254 -0.544 -8.426 0.029 -0.070 -0.002
H 0.601 -2.127 -7.933 0.073 -0.012 -0.005
H 2.682 -2.881 -5.847 0.034 0.073 -0.125
H 0.968 -2.991 -5.524 0.030 0.020 0.003
H 2.017 -2.064 -4.434 0.025 0.020 -0.002
H 3.771 -0.723 -6.355 -0.051 -0.139 -0.027
H 2.931 0.223 -5.137 0.031 -0.020 -0.013
H 2.859 0.687 -6.857 0.010 -0.046 0.037
H -1.182 -2.723 -4.830 0.025 -0.003 -0.008
H -0.823 -2.991 -6.557 -0.014 -0.030 0.049
H -2.476 -2.970 -5.996 -0.029 0.045 -0.009
H -2.509 -0.543 -4.151 0.024 -0.018 -0.003
H -3.642 -1.039 -5.399 0.014 -0.011 -0.099
H -2.980 0.590 -5.428 -0.031 -0.061 0.043
H -1.250 -1.153 -8.281 -0.059 0.040 0.007
H -2.155 0.294 -7.802 -0.035 -0.056 -0.047
H -2.931 -1.284 -7.802 -0.014 0.003 0.023
H 2.194 2.322 -5.670 -0.046 0.034 0.033
H 1.008 2.555 -4.376 -0.003 0.007 0.004
H 1.094 3.683 -5.723 -0.014 0.001 -0.038
H 1.424 1.617 -8.011 -0.035 0.045 -0.023
H 0.383 3.026 -8.038 -0.016 0.009 0.013
H -0.305 1.443 -8.368 0.053 0.027 -0.019
H -1.551 2.340 -4.915 -0.012 0.020 -0.011
H -2.037 2.067 -6.606 0.013 0.033 0.044
H -1.190 3.536 -6.159 0.058 0.008 -0.019
```
Positions in Å, forces in eV/Å.

The charge is +4. The spin multiplicity is 1. Its electronic energy is -269165.6389 eV. The energy above the lowest of the compared OMol25 structures with the same formula, charge and spin is 0.0 kJ/mol.



ORCA calculation (wB97M-V/def2-TZVPD) on a single C3H6N4O molecule.

The geometry in XYZ format:
```
14
Properties=species:S:1:pos:R:3:forces:R:3
C -0.738 -0.274 -0.375 -0.513 -0.697 -0.024
C 0.691 -0.227 -0.697 0.428 0.751 0.967
N -1.594 -1.126 -0.974 1.063 1.047 0.194
C 1.293 -0.015 0.862 2.542 0.171 -3.535
O -1.149 1.536 1.012 1.390 0.705 0.008
N -0.939 0.159 0.834 -4.308 -0.507 1.456
N 1.155 -0.526 -1.831 0.283 -0.342 0.468
N 1.699 1.043 1.428 -1.210 -0.225 1.101
H -1.671 1.623 1.820 0.188 -0.492 -0.148
H -1.312 -1.461 -1.882 -0.023 -0.380 -0.053
H -2.569 -1.035 -0.734 0.064 -0.135 0.000
H 2.171 -0.630 -1.832 0.052 0.268 0.001
H 1.062 1.830 1.309 0.404 0.311 -0.807
H 1.901 -0.899 1.062 -0.360 -0.474 0.370
```
Positions in Å, forces in eV/Å.

The spin multiplicity is 1. Its electronic energy is -11210.2346 eV. As for the SMILES: [H]\N=C/C(=N\[H])C(/N)=N\O. The energy above the lowest of the compared OMol25 structures with the same formula, charge and spin is 631.2 kJ/mol.